# C4H5NOS2

2 unconnected molecules or ions with the total composition C4H5NOS2 in a non-equilibrium geometry (ωB97M-V/def2-TZVPD, OMol25).

XYZ file:
```
13
C4H5NOS2 | OMol25 | ωB97M-V/def2-TZVPD
C -1.30292 -0.92072 -0.13723
C -2.60389 -0.59729 0.02776
C -1.19215 1.36983 -0.39238
C -0.54686 0.22777 -0.27464
N 2.93942 -0.36135 -1.00918
O 2.82678 1.82874 0.21600
S -2.95874 1.07462 -0.28155
S 2.18285 0.56583 -0.02660
H -0.96367 -1.95850 -0.07015
H -3.36349 -1.19358 0.07921
H -0.62537 2.15484 -0.63709
H 2.36241 -1.08642 -1.34182
H 2.18757 0.00941 1.26241
```

Output
energy above the lowest of the compared OMol25 structures with the same formula, charge and spin: 608.38 kJ/mol